[1]
{
  "formula": "C4H7N3",
  "method": "ωB97M-V/def2-TZVPD",
  "gap_ha": 0.379,
  "total_energy_ev": -8731.1226,
  "e_homo_ha": -0.357,
  "charge": 0,
  "smiles": "CC/N=C(/N)C#N",
  "lumo_energy_ha": 0.0216,
  "e_above_lowest_kj_mol": 53.72,
  "elements": ["C", "C", "N", "C", "N", "C", "N", "H", "H", "H", "H", "H", "H", "H"],
  "positions_angstrom": [[-1.85405, 0.67952, -0.39523], [-1.07548, -0.61606, -0.57534], [0.01179, -0.76042, 0.36786], [1.16919, -0.28536, 0.16524], [2.20017, -0.68764, 0.98482], [1.54889, 0.63467, -0.91610], [1.81225, 1.41513, -1.72990], [-1.25297, 1.53628, -0.71567], [-2.14471, 0.81226, 0.65219], [-2.76023, 0.64870, -1.00804], [-0.71447, -0.69081, -1.61006], [-1.74121, -1.46384, -0.38492], [1.81201, -1.21828, 1.75393], [2.94405, -0.04684, 1.21778]],
  "atomic_forces_ev_per_a": [[-0.025, 0.097, 0.001], [-0.126, -0.008, -0.153], [0.365, 0.109, -0.141], [-0.292, -0.193, 0.128], [0.057, 0.053, 0.143], [0.093, 0.644, -0.723], [-0.291, -0.879, 0.842], [-0.108, -0.056, 0.121], [0.050, 0.005, -0.167], [0.106, 0.060, 0.085], [-0.067, -0.009, 0.071], [0.072, 0.105, -0.176], [0.291, 0.040, 0.078], [-0.126, 0.032, -0.109]],
  "lowdin_charge": [-0.097, -0.297, 0.067, -0.443, 0.114, -0.133, 0.170, 0.065, 0.074, 0.072, 0.109, 0.103, 0.101, 0.097]
}

=====

[2]
{
  "formula": "C4H7N3",
  "method": "ωB97M-V/def2-TZVPD",
  "gap_ha": 0.306,
  "total_energy_ev": -8731.6472,
  "e_homo_ha": -0.267,
  "charge": 0,
  "smiles": "Nc1c[nH]c(N)c1",
  "lumo_energy_ha": 0.0396,
  "e_above_lowest_kj_mol": 3.10,
  "elements": ["N", "C", "C", "N", "C", "N", "C", "H", "H", "H", "H", "H", "H", "H"],
  "positions_angstrom": [[-0.52128, 1.63217, 1.86581], [-0.10555, 0.65793, 0.93270], [0.85395, -0.30421, 1.12700], [0.97412, -1.01280, -0.05768], [0.12563, -0.50074, -0.99098], [0.14366, -1.03569, -2.29768], [-0.57824, 0.52932, -0.40888], [-0.69948, 1.24101, 2.78293], [-1.35338, 2.11604, 1.55213], [1.44969, -0.54628, 1.99581], [1.69858, -1.67541, -0.27835], [-0.43417, -1.86712, -2.37810], [-0.19659, -0.35266, -2.96426], [-1.35693, 1.11844, -0.88045]],
  "atomic_forces_ev_per_a": [[-0.187, -0.015, 0.046], [0.141, -0.198, -0.050], [-0.071, 0.084, 0.076], [-0.002, 0.037, -0.121], [0.066, 0.017, 0.223], [-0.207, 0.042, -0.081], [0.005, 0.027, -0.082], [0.052, 0.067, -0.117], [0.107, -0.070, 0.062], [-0.094, 0.053, -0.150], [-0.109, 0.073, 0.045], [0.079, 0.098, 0.020], [0.073, -0.101, 0.057], [0.147, -0.113, 0.072]],
  "lowdin_charge": [0.063, -0.359, -0.089, 0.051, -0.399, 0.080, -0.009, 0.078, 0.073, 0.105, 0.147, 0.080, 0.077, 0.100]
}

=====

[3]
{
  "formula": "C4H7N3",
  "method": "ωB97M-V/def2-TZVPD",
  "gap_ha": 0.338,
  "total_energy_ev": -8727.5264,
  "e_homo_ha": -0.309,
  "charge": 0,
  "smiles": "CCc1n/c1=N\\N",
  "lumo_energy_ha": 0.0291,
  "e_above_lowest_kj_mol": 400.70,
  "elements": ["C", "C", "C", "N", "C", "N", "N", "H", "H", "H", "H", "H", "H", "H"],
  "positions_angstrom": [[1.23654, -0.25622, 1.33990], [1.16405, 0.18655, -0.16288], [-0.20797, 0.13456, -0.62347], [-0.97594, 0.41527, -1.62965], [-1.50997, -0.15335, -0.19408], [-2.60989, -0.39620, 0.41208], [-3.83640, -0.16075, -0.20279], [0.74420, 0.40741, 2.09668], [2.28871, -0.40388, 1.67689], [0.70741, -1.24073, 1.45182], [1.81609, -0.40593, -0.75637], [1.67615, 1.18697, -0.27718], [-3.54871, 0.41416, -0.98434], [-4.57375, -0.86559, -0.26233]],
  "atomic_forces_ev_per_a": [[-0.082, -0.806, 0.377], [1.562, 1.401, 2.095], [-1.946, 0.499, -0.794], [0.109, -0.827, 2.525], [-1.926, 0.444, -1.169], [2.003, -1.173, 0.288], [1.274, 1.657, -0.431], [0.354, -0.190, -1.059], [-0.725, 0.147, -0.378], [0.560, 0.772, -0.129], [0.309, -1.047, -0.591], [-1.120, -0.596, 0.045], [-1.502, -0.415, -0.855], [1.130, 0.133, 0.077]],
  "lowdin_charge": [-0.100, -0.187, -0.325, 0.225, -0.175, -0.051, -0.016, 0.086, 0.074, 0.084, 0.100, 0.137, 0.061, 0.087]
}

=====

[4]
{
  "formula": "C4H7N3",
  "method": "ωB97M-V/def2-TZVPD",
  "gap_ha": 0.346,
  "total_energy_ev": -8727.4987,
  "e_homo_ha": -0.354,
  "charge": 0,
  "smiles": "[H]/N=C/C(C)=N/[H].C#N",
  "lumo_energy_ha": -0.0074,
  "e_above_lowest_kj_mol": 403.37,
  "elements": ["H", "N", "C", "C", "C", "N", "H", "H", "H", "H", "H", "C", "N", "H"],
  "positions_angstrom": [[2.22988, -2.03599, 0.11895], [1.73093, -1.15716, 0.13374], [0.75830, -0.83286, 0.78207], [-0.10179, 0.65391, 0.29625], [0.26741, 1.23007, -1.03452], [-0.44334, 1.29892, 1.33232], [-0.70946, 2.26764, 1.14515], [0.33584, -1.05257, 1.75850], [-0.58079, 1.69689, -1.53605], [0.58008, 0.45408, -1.73506], [1.09557, 1.93365, -0.96002], [-1.79763, -1.62125, 0.02625], [-2.08065, -2.35276, -0.81662], [-1.28435, -0.48258, 0.48904]],
  "atomic_forces_ev_per_a": [[0.102, 0.088, 1.055], [0.402, -0.385, -2.220], [-1.900, 3.186, 0.225], [3.698, -0.607, 1.214], [-0.528, -0.630, -0.944], [-0.672, -0.371, 0.018], [-0.030, -0.010, -0.131], [-0.038, -0.811, 0.165], [-0.071, 0.294, 0.275], [0.141, -0.158, 0.232], [-0.109, 0.047, 0.244], [1.255, 3.522, 0.561], [-0.128, -0.316, 0.348], [-2.121, -3.850, -1.044]],
  "lowdin_charge": [0.080, 0.133, -0.205, -0.447, -0.060, 0.130, 0.073, 0.096, 0.081, 0.071, 0.087, -0.158, 0.018, 0.099]
}